# 1
The following is a DFT calculation (wB97M-V/def2-TZVPD) of a 2-piece molecular cluster, C4H11NO3 overall.

Last column: Löwdin charge in e.
Atoms and positions in Å:
N: -0.5955 2.1495 -1.0410  -0.011
C: 0.4121 1.0417 -0.8280  -0.238
C: 0.8035 0.7905 0.7099  -0.160
C: -0.3122 0.5588 1.8157  -0.111
C: -1.0019 -0.7926 1.6998  -0.562
O: -1.8297 -1.1635 0.9378  0.119
O: -0.4783 -1.6511 2.5909  0.057
H: -0.1398 2.9996 -0.9036  0.017
H: -1.3939 1.9957 -0.3349  0.096
H: -0.1311 0.2633 -1.1200  0.035
H: 1.2800 1.0793 -1.5370  0.118
H: 1.4265 -0.1656 0.6385  0.122
H: 1.4587 1.5858 1.1726  0.109
H: 0.3100 0.5775 2.7308  0.110
H: -0.9581 1.4586 1.9445  0.123
H: -1.0257 -2.4942 2.8163  0.179
O: 2.2845 -0.9819 -4.7540  -0.077
H: 2.4468 -1.2270 -3.7541  0.105
H: 1.6734 -0.3374 -4.9487  -0.030

* max |F|: 0.1129 Eh/bohr
* SMILES: NCCCC(=O)O.O
* E: -439.4412 Ha
* lowest unoccupied orbital energy: 0.55 eV
* E_HOMO: -9.4 eV
* ΔE to the lowest compared entry with this formula, charge and spin: 53.2 kcal per mole
* spin multiplicity: 1

# 2
The following is a DFT calculation (wB97M-V/def2-TZVPD) of one molecule with the formula C10H9BrO.

Last column: Löwdin charge in e.
Atoms and positions in Å:
C: -2.5503 1.1296 -0.4082  -0.098
C: -2.9163 -0.1558 -0.1010  -0.069
C: -1.2803 1.4855 -0.6565  -0.025
C: -1.9242 -1.0855 0.1596  -0.031
C: -0.2769 0.5503 -0.3375  -0.198
C: -0.5932 -0.7254 0.0832  -0.273
C: 3.0484 -0.1264 0.6849  -0.294
C: 1.0773 1.0252 -0.6080  -0.149
C: 0.4890 -1.4651 0.7423  -0.401
C: 2.0103 -0.1099 -0.3890  -0.067
O: 3.1598 0.7761 1.5021  0.009
Br: 0.9886 -3.3450 0.3934  0.608
H: -3.3605 1.8052 -0.3821  0.099
H: -3.8849 -0.4778 0.0461  0.084
H: -1.0562 2.5125 -1.0708  0.147
H: -2.2272 -2.0156 0.6990  0.133
H: 3.6896 -1.0690 0.7642  0.132
H: 1.1312 1.3590 -1.6288  0.123
H: 1.2572 1.8723 0.0737  0.141
H: 1.0150 -1.1978 1.6270  0.040
H: 2.2034 -0.7424 -1.1935  0.087

* max |F|: 0.0840 Eh/bohr
* E: -3035.5918 Ha
* lowest unoccupied orbital energy (spin up / spin down): -0.62 / -0.62 eV
* E_HOMO (spin up / spin down): -8.4 / -8.4 eV
* ΔE to the lowest compared entry with this formula, charge and spin: 50.9 kcal per mole
* spin multiplicity: 1

# 3
The following is a DFT calculation (wB97M-V/def2-TZVPD) of a 2-piece molecular cluster, C2H6NO2 overall.

Last column: Löwdin charge in e.
Atoms and positions in Å:
C: 1.8691 -1.0286 -0.6508  -0.228
O: 0.5054 -1.2762 -0.9005  -0.169
H: 2.2192 -0.0499 -1.0158  0.066
H: 2.1405 -1.0486 0.4144  0.064
H: 2.4652 -1.7853 -1.1689  0.059
C: -2.2162 1.2884 0.6185  -0.644
N: -1.0983 0.6210 0.5323  -0.026
O: -2.7592 1.8301 1.6162  -0.194
H: -2.7024 1.4911 -0.3580  0.072
H: 0.0578 -0.5391 -0.4106  0.000
H: -0.4811 0.4969 1.3232  0.000

* max |F|: 0.0421 Eh/bohr
* E: -285.0590 Ha
* lowest unoccupied orbital energy: 3.95 eV
* net charge: -1
* E_HOMO: -3.6 eV
* ΔE to the lowest compared entry with this formula, charge and spin: 32.6 kcal per mole
* spin multiplicity: 1

# 4
The following is a DFT calculation (wB97M-V/def2-TZVPD) of a 2-piece molecular cluster, C5H12N3S overall.

Last column: Löwdin charge in e.
Atoms and positions in Å:
C: 0.8952 1.0236 -1.7210  -0.065
C: -0.1526 0.4174 -2.4657  -0.375
C: 0.6586 0.9810 -0.3303  -0.230
C: -0.6514 0.3651 0.1430  -0.619
C: -1.7287 1.4241 0.3327  -0.025
N: 1.5492 1.4460 0.5627  0.223
N: -0.7166 -0.5520 1.1405  0.072
N: 0.8213 -2.8054 1.0660  0.031
S: -1.2680 -0.4724 -1.5902  1.030
H: 1.6188 1.5122 -2.3460  0.118
H: -0.2293 0.5337 -3.5505  0.095
H: -2.6060 0.9943 0.6045  0.066
H: -1.8798 1.7932 -0.6146  0.057
H: -1.3289 2.0388 1.0659  0.087
H: 1.1656 1.5593 1.4513  0.102
H: 2.5525 1.3905 0.4456  0.148
H: -0.0241 -1.2782 1.0362  0.006
H: -1.6532 -0.8748 1.4182  0.132
H: 1.7452 -2.8818 1.4584  0.042
H: 0.8967 -3.1972 0.1522  0.037
H: 0.3355 -3.4175 1.7411  0.071

* max |F|: 0.0606 Eh/bohr
* E: -759.8989 Ha
* lowest unoccupied orbital energy: -4.78 eV
* net charge: +1
* E_HOMO: -12.8 eV
* ΔE to the lowest compared entry with this formula, charge and spin: 21.9 kcal per mole
* spin multiplicity: 1

# 5
The following is a DFT calculation (wB97M-V/def2-TZVPD) of C7H11AuCl2NO5 as an isolated structure.

Last column: Löwdin charge in e.
Atoms and positions in Å:
Au: 1.0884 0.8986 -0.3217  0.617
O: -1.7126 0.6368 -0.8654  -0.098
C: -2.5633 -0.1556 -0.0502  -0.214
C: -1.9004 -1.5061 0.1059  -0.081
N: -0.7029 -1.4990 0.9760  -0.109
C: 0.3717 -2.0615 0.6212  0.147
C: 3.3078 -1.9937 -1.7765  -0.396
O: 4.1020 -2.8053 -1.5636  0.243
O: 2.4957 -1.1771 -1.9721  0.095
C: -0.8262 -0.8533 2.2898  -0.020
C: -0.4104 0.6671 2.3348  -0.632
O: -1.0488 1.3443 3.1023  0.105
O: 0.6522 1.0124 1.6883  -0.194
H: -2.1357 1.4855 -1.0376  0.109
H: -3.5235 -0.3422 -0.5385  0.138
H: -2.7663 0.3170 0.9146  0.127
H: -1.5965 -1.8685 -0.8748  0.139
H: -2.5923 -2.2174 0.5580  0.153
H: 0.4590 -2.4357 -0.3921  0.116
H: 1.2080 -2.1070 1.3081  0.134
H: -0.1845 -1.3886 2.9864  0.145
H: -1.8562 -0.9683 2.6096  0.138
Cl: 2.3135 3.8058 -0.4050  0.588
C: 2.0416 3.5422 -2.1059  -0.902
Cl: 1.6534 1.7962 -2.4731  0.573
H: 2.9377 3.7589 -2.6725  0.039
H: 1.1886 4.1143 -2.4458  0.040

* max |F|: 0.0148 Eh/bohr
* E: -1760.1052 Ha
* lowest unoccupied orbital energy: -4.38 eV
* net charge: +1
* E_HOMO: -12.9 eV
* ΔE to the lowest compared entry with this formula, charge and spin: 0.0 kcal per mole
* spin multiplicity: 1

# 6
The following is a DFT calculation (wB97M-V/def2-TZVPD) of C20H28N6O3 as an isolated structure.

Last column: Löwdin charge in e.
Atoms and positions in Å:
C: 6.7432 1.2602 0.3061  -0.274
H: 7.7308 1.4372 0.8243  0.108
O: 5.7858 1.2289 1.1051  -0.111
C: 4.4339 0.8645 0.6188  -0.170
C: 3.3910 0.6127 1.4472  -0.046
C: 2.0097 0.4551 1.2653  -0.130
C: 1.6556 0.2666 0.0355  -0.124
C: 2.7299 0.5281 -1.2008  0.078
C: 4.0056 0.7823 -0.7969  -0.021
H: 4.8551 0.7935 -1.4740  0.092
H: 2.4393 0.6037 -2.1039  0.027
C: 0.2202 0.2022 -0.6849  -0.266
C: 0.3923 -1.3965 -1.3805  -0.315
N: 0.3033 -1.4176 -2.5089  0.088
N: 0.4179 -2.8351 -2.7807  0.088
N: 0.5362 -3.3861 -1.3955  0.039
N: 0.6187 -2.5441 -0.5493  -0.077
C: 0.7393 -2.7312 0.8680  -0.050
H: 1.4719 -1.7723 1.1785  0.195
H: 1.2988 -3.5719 0.9507  0.102
C: -0.5913 -2.8438 1.4650  -0.289
C: -1.6689 -3.7005 1.0312  -0.177
H: -1.8400 -4.4771 1.6194  0.076
C: -2.8117 -2.8429 0.7381  -0.188
H: -2.6655 -2.3033 -0.6814  0.223
C: -2.4985 -1.7699 1.5998  -0.313
H: -2.9374 -2.3214 2.5854  0.180
O: -1.1445 -1.4161 1.6422  -0.061
H: -3.1454 -0.8843 1.4723  0.114
H: -3.6680 -3.4453 0.7207  0.099
H: -1.1174 -4.1383 -0.0702  0.190
H: -0.3165 -3.2306 2.4355  0.149
N: -0.0882 1.2411 -1.4188  -0.134
C: -1.3222 0.8328 -2.2680  -0.074
C: -2.6251 0.8235 -1.4245  -0.009
H: -3.4014 0.9357 -2.0562  0.077
H: -2.5250 0.0567 -0.9060  -0.006
C: -2.7852 2.2012 -0.3636  -0.266
C: -3.9808 2.0937 0.3380  -0.701
O: -4.3369 1.1600 1.0230  0.059
N: -4.6143 3.0992 0.6368  0.156
H: -4.6273 4.0979 0.2216  0.162
H: -5.5693 3.1245 1.1470  0.180
C: -1.5727 2.3213 0.2287  -0.164
C: -0.3810 2.4963 -0.7657  -0.119
H: -0.1858 3.1804 -1.4397  0.062
H: 0.7014 2.4897 -0.0463  0.199
H: -1.3088 1.5575 1.0214  0.156
H: -1.5731 3.5288 0.5857  0.187
H: -3.0833 3.0809 -1.2711  0.222
H: -1.3388 1.8408 -3.0032  0.174
H: -1.1272 0.0889 -2.8695  0.022
H: -0.1226 0.0392 0.2102  0.036
H: 1.3547 0.3884 2.0615  0.104
H: 3.7430 0.8401 2.7559  0.205
H: 6.5834 2.1956 -0.2552  0.094
H: 6.8132 0.2790 -0.4237  0.145

* max |F|: 0.3809 Eh/bohr
* E: -1332.3789 Ha
* lowest unoccupied orbital energy: 0.57 eV
* E_HOMO: -8.3 eV
* ΔE to the lowest compared entry with this formula, charge and spin: 484.1 kcal per mole
* spin multiplicity: 1

# 7
The following is a DFT calculation (wB97M-V/def2-TZVPD) of C33H26F5N5O7PPb as an isolated structure.

Last column: Löwdin charge in e.
Atoms and positions in Å:
Pb: -14.9707 -3.1837 -10.2867  1.529
C: -14.6116 -7.6316 -12.3984  -0.084
C: -14.2210 -6.6002 -11.4621  -0.278
N: -14.9002 -6.1273 -10.4281  -0.021
N: -16.0992 -6.7227 -9.9648  0.012
C: -16.7967 -6.0609 -9.0114  -0.437
O: -16.1304 -5.3562 -8.1614  -0.126
C: -18.3788 -6.1452 -8.7728  -0.112
C: -19.3972 -6.9612 -9.2522  -0.046
C: -20.6243 -7.0765 -8.5823  -0.104
C: -20.9745 -6.3907 -7.4274  -0.085
C: -20.0674 -5.3892 -7.1801  -0.089
C: -18.8489 -5.2454 -7.8462  -0.076
C: -13.0842 -5.5929 -12.1662  -0.195
C: -11.9042 -6.2475 -12.5798  -0.051
C: -10.7212 -5.5702 -12.9882  -0.053
C: -10.6887 -4.1148 -12.9052  0.005
C: -11.9885 -3.5722 -12.4537  -0.082
N: -13.0922 -4.2715 -12.1066  0.036
H: -15.1786 -8.4128 -11.9069  0.072
H: -15.3839 -7.1514 -13.0228  0.074
H: -13.8501 -8.0608 -13.0446  0.072
H: -19.1918 -7.6400 -10.0528  0.096
H: -21.3045 -7.8235 -8.9656  0.091
H: -21.8335 -6.5795 -6.8105  0.098
H: -20.1883 -4.7143 -6.3430  0.098
H: -18.1837 -4.5150 -7.4666  0.063
H: -11.9701 -7.3128 -12.3795  0.095
H: -9.9013 -6.1930 -13.3407  0.093
H: -9.8337 -3.7167 -13.4291  0.087
H: -12.0940 -2.5289 -12.2841  0.093
O: -18.9494 -3.0629 -16.6703  0.087
C: -18.2026 -2.4862 -15.7117  -0.430
O: -18.0717 -1.2900 -15.9126  0.089
C: -17.5846 -3.2683 -14.4648  -0.076
C: -17.7503 -4.6002 -14.2578  -0.071
N: -17.1614 -4.8916 -13.0164  -0.016
N: -16.5705 -3.7576 -12.5418  -0.081
C: -16.7478 -2.7740 -13.3420  -0.101
C: -15.9831 -1.0128 -13.1166  -0.542
O: -16.6029 -0.1038 -13.7040  -0.004
O: -14.9634 -1.0946 -12.4197  -0.106
H: -19.2120 -3.9796 -16.6006  0.087
H: -18.2403 -5.2175 -15.0013  0.106
H: -16.8438 -5.8345 -12.4765  0.177
F: -9.9866 -1.9745 -4.7898  0.030
C: -10.6774 -2.2005 -5.9853  -0.123
C: -10.1282 -1.7572 -7.1999  -0.150
F: -8.9119 -1.1676 -7.2606  0.081
C: -10.9122 -1.9811 -8.3918  -0.102
F: -10.5030 -1.4066 -9.5584  0.044
C: -12.2662 -2.5870 -8.5346  -0.316
O: -12.9738 -2.4105 -9.5576  -0.281
C: -12.5448 -3.2949 -7.2460  -0.107
F: -13.4894 -4.2751 -7.2809  0.040
C: -11.9249 -2.9090 -5.9993  -0.155
F: -12.5274 -3.1877 -4.8409  0.087
C: -17.2250 -2.1491 -6.2007  -0.241
P: -16.1580 -1.1149 -7.4489  0.967
C: -15.9738 0.4744 -6.5534  -0.302
C: -17.6000 -1.1297 -8.9106  -0.299
C: -18.0990 0.1430 -9.2577  -0.145
C: -19.2169 0.4001 -10.0476  -0.075
C: -19.9058 -0.6725 -10.5817  -0.084
C: -19.3615 -1.9601 -10.4480  -0.056
C: -18.2594 -2.2055 -9.5810  -0.115
H: -17.5567 -1.3671 -5.4638  0.027
H: -16.6939 -2.8937 -5.5911  0.036
H: -18.1507 -2.6184 -6.5261  0.012
H: -15.9716 1.0536 -7.5141  -0.012
H: -15.0743 0.3572 -5.8746  0.066
H: -17.0789 0.5354 -6.1098  0.073
H: -17.6443 1.0387 -8.8444  0.076
H: -19.5647 1.4224 -10.1765  0.107
H: -20.8151 -0.5134 -11.1551  0.102
H: -19.8617 -2.7872 -10.9432  0.104
H: -17.9500 -3.2006 -9.4535  0.037
O: -15.6142 0.4901 -9.2632  -0.215

* max |F|: 0.1199 Eh/bohr
* E: -3106.7123 Ha
* lowest unoccupied orbital energy (spin up / spin down): 0.96 / -0.62 eV
* net charge: -1
* E_HOMO (spin up / spin down): -5.6 / -5.6 eV
* ΔE to the lowest compared entry with this formula, charge and spin: 211.6 kcal per mole
* spin multiplicity: 1

# 8
The following is a DFT calculation (wB97M-V/def2-TZVPD) of C5H7N as an isolated structure.

Last column: Löwdin charge in e.
Atoms and positions in Å:
C: -0.5704 -0.7976 -0.8956  -0.218
C: -1.0954 -0.9427 0.5244  0.125
C: -0.2678 0.1447 1.1606  -0.354
C: 1.1435 0.0009 0.5301  -0.082
C: 0.3536 0.4131 -0.7203  -0.309
N: -0.4609 1.2749 0.1883  0.044
H: -1.3886 -0.6344 -1.6100  0.109
H: -0.0957 -1.7464 -1.1882  0.114
H: -1.4327 1.3784 -0.1176  0.099
H: -0.4082 0.3615 2.2207  0.118
H: 1.6346 -0.9759 0.5397  0.110
H: 1.8037 0.7908 0.8944  0.112
H: 0.8191 0.8891 -1.5854  0.131

* max |F|: 0.0097 Eh/bohr
* E: -249.2989 Ha
* lowest unoccupied orbital energy: -0.04 eV
* E_HOMO: -8.6 eV
* ΔE to the lowest compared entry with this formula, charge and spin: 109.4 kcal per mole
* spin multiplicity: 1